# C38H97F9N2O21S

A 15-piece molecular cluster, C38H97F9N2O21S overall (ωB97M-V/def2-TZVPD, the OMol25 dataset).

Geometry as XYZ:
```
168
Properties=species:S:1:pos:R:3:forces:R:3:mulliken_charge:R:1
C -2.8134 1.7951 -4.9097 0.57 -1.18 0.34 -1.1481
C -3.5872 0.4452 -5.1233 0.36 0.48 0.55 -0.6176
C -2.8703 -0.7221 -4.4099 0.31 0.39 -0.26 0.4061
O -2.0492 -1.3310 -5.0414 0.08 -0.37 -0.02 -0.5811
O -3.1144 -1.0457 -3.0911 -1.26 0.22 -0.82 -0.0566
C -3.5947 -2.4326 -3.0062 1.79 -0.23 0.18 -1.0772
C -2.4319 -3.3901 -2.5840 -0.78 0.27 -0.40 -0.9374
C -2.0728 -3.4779 -1.0674 -1.28 0.77 0.30 1.6998
C -2.5386 -2.2563 -0.2082 1.05 -0.06 0.66 -2.9280
N -2.0086 -2.4607 1.1806 -1.24 0.36 -0.99 0.1067
C -2.9174 -2.0826 2.2801 1.39 0.37 0.85 -0.1050
C -2.4497 -0.7895 3.0100 -0.07 -0.87 -0.39 -0.4775
C -1.6060 -1.0235 4.2927 -0.43 0.29 0.25 -0.6048
C -1.4824 0.2722 5.1663 -0.15 -0.64 -0.40 -0.3417
C -2.1845 1.4297 4.4884 -0.33 0.43 1.46 -1.0537
O -1.5535 1.7946 3.3057 0.16 1.05 -0.47 0.0100
C -0.3770 2.5784 3.5215 -0.16 -0.05 -0.44 -0.7035
O -0.7100 -3.6760 -0.7505 0.02 0.12 -0.19 -0.7518
C 0.2366 -3.0011 -1.5192 1.56 -0.33 -0.44 -0.2045
O 0.0065 -1.6320 -1.7336 -0.51 -0.06 -0.20 -0.5376
C 1.6231 -3.1819 -0.8703 -0.15 -0.43 -0.03 -0.8871
C 2.7699 -3.1063 -1.8965 0.59 0.52 0.62 -0.7354
C 3.2059 -1.6301 -2.1392 -0.27 -0.36 0.97 -0.1949
C 4.4213 -1.2985 -1.2338 -0.76 -0.07 -0.87 -1.3533
C 4.8314 0.2026 -1.3432 -0.15 -2.55 0.27 1.3627
F 3.9656 0.8145 -2.1545 0.14 1.04 -0.18 -0.2774
F 6.0673 0.2447 -1.8735 0.39 0.63 -0.13 -0.3188
C 4.7803 0.8346 0.0642 -0.32 0.33 -0.24 0.3526
F 5.2823 0.0281 0.9887 0.84 -0.32 0.05 -0.2988
F 3.4928 0.9632 0.3561 -0.59 0.31 0.10 -0.2567
S 5.6310 2.5139 0.2810 -0.76 1.09 0.86 1.3054
F 7.0599 1.8549 0.1390 -0.28 -0.15 -0.17 -0.2987
F 5.6537 2.2925 1.8787 0.24 -0.05 -0.40 -0.3404
F 4.2191 3.2605 0.4827 0.64 -0.20 -0.26 -0.1951
F 5.5430 2.8666 -1.2595 0.33 -0.39 0.12 -0.3098
F 6.3640 3.9097 0.5238 -0.13 -0.13 -0.05 -0.3351
N -2.7345 -4.6616 -0.4361 0.45 0.05 -0.46 0.6490
C -4.1521 -4.7438 -0.6126 -1.22 0.42 0.89 0.5836
C -5.0316 -4.3122 0.5807 0.84 -0.84 -0.27 -1.1045
O -4.7048 -5.1877 -1.5828 0.50 -0.31 -0.44 -0.5129
C -2.0347 -5.8876 -0.7329 0.26 -1.63 0.36 0.7372
C -1.6554 -6.7166 0.4960 -0.36 1.62 0.64 -1.2385
O -1.7718 -6.2995 -1.8271 0.01 0.51 -0.42 -0.5446
H -1.7823 1.5042 -4.6686 -0.11 0.32 0.07 0.4734
H -3.2291 2.3674 -4.0829 0.53 0.06 -0.27 0.3565
H -2.7646 2.3872 -5.8150 -0.27 0.02 -0.01 0.2444
H -3.5216 0.2260 -6.1899 -0.13 -0.30 0.20 0.4678
H -4.6353 0.5328 -4.8268 0.14 -0.20 -0.05 0.3802
H -3.8515 -2.7229 -4.0283 -0.34 -0.19 0.32 0.5882
H -4.4540 -2.4799 -2.3407 -0.04 0.25 -0.10 0.5510
H -2.7686 -4.3769 -2.9160 0.27 0.04 0.19 0.4886
H -1.6217 -3.0995 -3.2531 0.18 -0.03 0.39 0.4903
H -2.0912 -1.3362 -0.5952 -0.28 -0.23 -0.45 0.6381
H -3.6161 -2.0950 -0.2407 -0.01 -0.25 0.17 0.6725
H -1.1923 -1.8681 1.2227 0.11 -0.10 0.35 0.2362
H -3.9531 -1.9386 1.9734 0.10 -0.24 -0.32 0.2107
H -2.8667 -2.8776 3.0301 -0.45 -0.08 -0.22 0.1194
H -1.8816 -0.1673 2.3079 -0.25 -0.13 0.18 0.0236
H -3.3715 -0.2462 3.2363 0.32 -0.07 0.10 0.1389
H -2.0905 -1.8045 4.8926 0.01 0.05 -0.15 0.3631
H -0.5964 -1.3978 4.0904 -0.21 0.01 -0.35 0.2954
H -0.4244 0.5117 5.3167 -0.15 0.10 0.04 -0.0302
H -1.9317 0.1263 6.1551 0.08 -0.04 -0.09 0.4346
H -2.2327 2.2749 5.1975 0.16 0.05 -0.21 0.4589
H -3.2291 1.1861 4.2769 0.25 0.14 -0.05 0.5339
H -0.4619 3.1959 4.4240 0.13 -0.26 -0.07 0.3066
H -0.2903 3.2556 2.6659 0.15 -0.14 0.09 0.0900
H 0.4933 1.9131 3.5566 0.07 0.28 0.18 0.2715
H 0.3030 -3.4509 -2.5187 -0.28 0.21 0.04 0.6043
H 0.0262 -1.1783 -0.8856 0.07 0.05 0.14 0.3275
H 1.7723 -2.3884 -0.1213 -0.11 -0.13 -0.01 0.2360
H 1.6611 -4.1293 -0.3224 -0.13 0.04 -0.21 0.5778
H 3.6330 -3.6102 -1.4402 -0.15 -0.21 -0.28 0.5230
H 2.5402 -3.6333 -2.8238 -0.12 0.05 0.10 0.1026
H 2.3903 -1.0286 -1.7310 -0.02 0.24 -0.77 0.1703
H 3.3883 -1.4106 -3.1893 -0.04 0.10 0.09 0.4641
H 5.2498 -1.9269 -1.5691 0.19 0.25 0.41 0.2353
H 4.1093 -1.5669 -0.2236 0.36 0.01 0.00 0.3521
H -5.3904 -3.2902 0.4662 0.02 -0.05 0.10 0.1471
H -5.8682 -5.0152 0.5781 -0.10 0.32 -0.03 0.4987
H -4.4651 -4.4555 1.5026 -0.13 0.43 0.01 0.1686
H -2.4409 -7.4281 0.7644 0.19 -0.17 -0.28 0.4466
H -1.6046 -6.0041 1.3298 0.07 -0.24 -0.02 0.2622
H -0.6734 -7.1687 0.3942 -0.22 -0.23 -0.34 0.1729
C -0.3287 5.4056 7.3770 -0.04 0.10 -0.30 -0.6941
O -0.0899 4.9063 6.0644 0.02 -0.03 0.22 -0.3969
H -0.0357 4.6374 8.0882 0.01 -0.04 -0.04 0.2305
H 0.2639 6.3058 7.5590 -0.03 0.00 0.13 0.2750
H -1.3888 5.6338 7.5146 0.02 0.02 0.13 0.2876
H -0.3511 5.5915 5.4434 0.06 -0.04 -0.16 0.2497
C -3.5029 1.8833 0.4560 0.25 0.12 0.23 0.0426
O -4.0384 2.6417 1.5305 -0.25 0.06 -0.01 -0.5704
H -4.3193 1.3943 -0.0681 -0.01 0.02 0.00 -0.0586
H -2.9742 2.5406 -0.2390 0.01 -0.17 -0.17 0.3779
H -2.8182 1.1236 0.8444 0.02 -0.03 -0.18 -0.1022
H -3.2946 3.0576 1.9764 0.04 -0.14 0.16 0.2635
C 2.0898 5.2168 1.3993 0.01 0.22 0.45 -0.4554
O 1.4483 5.6311 2.5976 -0.26 0.28 -0.21 -0.5277
H 1.3270 4.9520 0.6710 -0.07 0.02 0.07 0.1966
H 2.7018 6.0353 1.0010 0.06 -0.14 -0.20 0.2591
H 2.7145 4.3499 1.5972 0.00 -0.02 -0.09 0.2488
H 2.1439 5.8528 3.2244 0.00 -0.29 0.17 0.3029
C 1.1867 5.0844 -2.4433 0.02 0.39 -0.15 -0.1013
O 0.2821 6.0484 -2.9747 -0.07 -0.20 0.01 -0.5296
H 0.6693 4.1309 -2.3703 -0.07 0.04 -0.04 0.2262
H 2.0513 4.9754 -3.1039 0.06 -0.15 0.11 0.3093
H 1.5192 5.3887 -1.4488 0.11 -0.13 0.00 -0.1349
H 0.7501 6.8849 -3.0333 -0.04 0.06 0.00 0.2918
C 2.5292 -6.0810 -4.9939 -0.24 -0.29 0.18 -0.5776
O 2.2031 -6.6334 -3.7192 0.15 0.17 -0.03 -0.4996
H 3.1768 -5.2210 -4.8451 0.02 -0.03 0.03 0.1356
H 3.0536 -6.8253 -5.5992 0.05 0.15 -0.14 0.3737
H 1.6172 -5.7611 -5.5063 0.10 0.07 -0.13 0.2947
H 1.6301 -7.3879 -3.8752 -0.08 0.00 0.12 0.2803
C -5.9683 2.5265 -2.2153 0.18 -0.04 -0.34 -0.7178
O -4.8255 1.8646 -2.7524 -0.46 0.09 0.38 -0.2870
H -5.9846 2.3686 -1.1398 0.04 0.00 -0.01 0.2308
H -5.9122 3.6000 -2.4200 -0.14 -0.02 0.09 0.2758
H -6.8819 2.1139 -2.6539 -0.09 0.11 0.11 0.2937
H -4.8293 2.0204 -3.7024 -0.15 0.11 0.17 0.0182
C 3.1587 8.9533 -0.2382 -0.30 -0.20 0.28 -0.4169
O 1.9074 9.3116 0.3425 0.06 0.10 -0.12 -0.5461
H 3.5396 9.8112 -0.7865 -0.06 0.03 0.02 0.3385
H 3.8732 8.6791 0.5417 0.16 -0.03 -0.16 0.2034
H 3.0276 8.1150 -0.9293 0.19 0.01 -0.05 0.1158
H 1.5793 8.5472 0.8249 -0.05 0.02 0.04 0.3164
C 8.0205 7.1717 -0.1637 -0.19 -0.23 0.08 -0.5590
O 6.6062 7.0640 -0.0422 0.03 0.12 -0.01 -0.4186
H 8.2546 8.1820 -0.4893 -0.06 0.01 0.00 0.2303
H 8.5048 6.9860 0.7987 0.12 0.04 -0.05 0.2583
H 8.3978 6.4617 -0.9047 0.12 0.06 0.01 0.2375
H 6.4074 6.1689 0.2447 -0.06 0.01 -0.03 0.2766
C 3.9195 3.5533 5.2592 0.18 0.02 -0.19 -0.4850
O 3.6700 4.2956 4.0683 -0.02 0.13 0.01 -0.3551
H 3.0357 3.6131 5.8888 -0.06 0.03 -0.09 0.1275
H 4.1138 2.5075 5.0103 -0.04 -0.05 0.17 0.1519
H 4.7746 3.9717 5.7970 -0.03 -0.07 0.10 0.3359
H 4.4562 4.2311 3.5193 0.00 -0.01 -0.04 0.1981
C -5.4710 4.0311 -6.8005 0.21 0.18 0.23 -0.6276
O -4.6658 3.9212 -5.6249 -0.41 0.06 -0.21 -0.3518
H -6.0089 3.0945 -6.9281 0.03 -0.01 0.05 0.2350
H -6.1922 4.8461 -6.7000 -0.05 -0.05 -0.10 0.2643
H -4.8445 4.2051 -7.6785 -0.09 -0.02 -0.07 0.2821
H -4.1924 4.7515 -5.5202 0.04 -0.03 0.11 0.2440
C -4.5785 -5.5499 4.6959 -0.11 0.26 0.07 -0.5849
O -4.4502 -4.2075 4.2328 0.00 -0.22 0.02 -0.3874
H -3.9762 -6.1869 4.0523 0.02 0.06 -0.03 0.1780
H -4.2172 -5.6382 5.7237 0.00 -0.13 -0.01 0.2994
H -5.6209 -5.8758 4.6462 0.04 -0.12 0.02 0.2710
H -4.9841 -3.6506 4.8053 0.00 0.07 -0.03 0.2463
C 3.7107 -3.7082 -7.9077 0.16 0.19 0.15 -0.5581
O 4.5482 -3.8412 -6.7620 -0.09 -0.10 -0.05 -0.4808
H 3.2314 -4.6674 -8.0872 0.03 -0.02 0.05 0.2128
H 2.9410 -2.9516 -7.7361 -0.06 -0.04 -0.11 0.2594
H 4.3016 -3.4352 -8.7858 -0.10 -0.03 -0.07 0.3006
H 4.9669 -2.9905 -6.6108 0.05 0.01 0.05 0.2792
C -0.4041 -9.8823 1.7419 -0.30 -0.25 0.30 -0.4270
O -1.6206 -9.5249 2.4002 0.17 0.11 -0.14 -0.4679
H -0.0624 -9.0303 1.1647 -0.04 0.03 0.02 0.1571
H 0.3582 -10.1476 2.4791 0.11 -0.01 -0.12 0.2773
H -0.5776 -10.7257 1.0690 0.17 0.03 -0.07 0.2686
H -1.9053 -10.2936 2.8999 -0.09 0.02 0.04 0.2850
C 2.9122 -0.7176 5.7859 0.15 0.05 -0.23 -0.6887
O 2.6832 0.0245 4.5918 -0.08 0.00 0.10 -0.2967
H 2.0189 -0.6481 6.4014 -0.03 0.04 -0.04 0.2185
H 3.1055 -1.7684 5.5551 -0.01 -0.03 0.13 0.3094
H 3.7598 -0.3041 6.3398 -0.03 -0.07 0.10 0.3038
H 3.4768 -0.0429 4.0549 -0.02 0.03 -0.09 0.1802
```
Forces are in eV/Å.

Charge = 0
Frontier orbital gap = 0.295 Ha